(1)
C5H6O2 | ωB97M-V/def2-TZVPD

The geometry in XYZ format:
```
13
Properties=species:S:1:pos:R:3:forces:R:3
O 1.064 1.905 1.006 -0.2 -0.4 -0.3
C 0.696 0.964 0.348 0.1 0.3 0.2
C 1.563 -0.200 -0.120 0.1 0.1 0.1
O 0.745 -0.967 -1.001 -0.1 -0.1 0.0
C -0.505 -0.430 -1.206 0.1 0.2 0.0
C -1.364 -0.447 0.459 -0.1 -0.1 0.2
C -0.672 0.702 -0.209 0.0 0.2 0.0
H 1.908 -0.813 0.720 -0.1 0.1 -0.1
H 2.442 0.175 -0.655 -0.1 0.0 0.0
H -1.401 -1.187 -0.681 0.0 0.0 0.1
H -0.825 -0.994 1.232 -0.1 0.1 -0.2
H -2.435 -0.336 0.614 0.2 -0.1 -0.1
H -1.270 1.571 -0.465 0.1 -0.1 0.1
```
Positions in Å, forces in eV/Å.

Calculated values
Relative energy (zero: lowest compared OMol25 entry of this formula, charge and spin) ... 91.2 kcal/mol
Largest force on an atom ... 0.0107 Eh/bohr

Atom charges from the Mulliken analysis, given in e for atoms 1 to 6: number 1, O, carries -0.559; number 2, C, carries 0.271; number 3, C, carries -0.350; number 4, O, carries -0.232; number 5, C, carries -0.221; number 6, C, carries -0.789


(2)
C5H6O2 | ωB97M-V/def2-TZVPD

The geometry in XYZ format:
```
13
Properties=species:S:1:pos:R:3:forces:R:3
O 0.144 -2.113 1.016 -0.2 -0.1 0.1
C 0.625 -0.937 1.600 0.1 0.2 0.0
C 0.416 0.304 -1.160 -0.1 0.2 -0.3
C -0.333 0.204 1.355 -0.3 -0.1 0.0
O -1.450 -0.004 0.922 0.4 0.1 0.2
C -0.043 1.126 -2.140 0.0 0.1 -0.1
C -0.354 1.965 -2.982 0.1 -0.2 0.2
H -0.810 -1.965 0.895 0.1 -0.1 0.0
H 0.755 -1.037 2.692 0.0 0.0 -0.1
H 1.597 -0.673 1.169 -0.1 0.0 0.1
H 0.101 -0.743 -1.267 0.0 0.1 0.0
H -0.003 1.218 1.643 0.0 -0.1 0.0
H -0.646 2.656 -3.743 0.0 -0.1 0.1
```
Positions in Å, forces in eV/Å.

Calculated values
Relative energy (zero: lowest compared OMol25 entry of this formula, charge and spin) ... 141.1 kcal/mol
Largest force on an atom ... 0.0095 Eh/bohr

Atom charges from the Mulliken analysis, given in e for atoms 1 to 6: number 1, O, carries -0.514; number 2, C, carries -0.409; number 3, C, carries -0.743; number 4, C, carries 0.079; number 5, O, carries -0.532; number 6, C, carries 0.107


(3)
C5H6O2 | ωB97M-V/def2-TZVPD

The geometry in XYZ format:
```
13
Properties=species:S:1:pos:R:3:forces:R:3
O -2.708 -0.860 0.883 0.4 0.3 0.0
C -1.731 -0.154 0.849 -0.3 -0.2 0.0
C -1.044 0.171 -0.457 -0.1 -0.2 -0.1
O -0.219 1.314 -0.494 0.0 0.2 0.0
C 1.456 1.032 0.257 0.1 0.0 -0.1
C 1.282 -0.492 0.342 -0.1 -0.1 0.1
C 0.304 -0.330 -0.721 0.0 -0.1 -0.1
H -1.277 0.283 1.761 -0.1 0.0 -0.1
H -1.737 0.129 -1.299 0.1 0.0 0.1
H 1.985 1.235 -0.692 -0.1 0.0 0.2
H 2.169 -1.040 0.021 -0.1 0.1 0.0
H 0.917 -0.852 1.307 0.0 0.0 -0.2
H 0.602 -0.436 -1.758 0.0 0.0 0.2
```
Positions in Å, forces in eV/Å.

Calculated values
Relative energy (zero: lowest compared OMol25 entry of this formula, charge and spin) ... 146.8 kcal/mol
Largest force on an atom ... 0.0105 Eh/bohr

Atom charges from the Mulliken analysis, given in e for atoms 1 to 6: number 1, O, carries -0.461; number 2, C, carries -0.265; number 3, C, carries 0.357; number 4, O, carries -0.376; number 5, C, carries -0.424; number 6, C, carries -0.449


(4)
C5H6O2 | ωB97M-V/def2-TZVPD

The geometry in XYZ format:
```
13
Properties=species:S:1:pos:R:3:forces:R:3
O -3.659 0.647 -0.248 0.5 0.0 0.0
C -2.456 0.608 -0.216 -0.4 0.0 0.0
C -1.694 -0.443 0.586 0.0 -0.1 0.0
C -0.243 -0.334 0.448 0.5 0.0 -0.1
C 0.949 -0.221 0.307 -0.5 0.0 0.0
C 2.394 -0.083 0.055 0.0 0.0 0.4
O 2.722 -0.176 -1.315 -0.1 0.2 -0.2
H -1.832 1.340 -0.771 -0.1 -0.1 0.1
H -1.995 -0.339 1.635 0.0 0.0 -0.1
H -2.052 -1.427 0.262 0.1 0.1 0.0
H 2.756 0.859 0.494 -0.1 -0.1 -0.1
H 2.931 -0.896 0.552 -0.1 0.1 0.0
H 2.178 0.465 -1.789 0.1 -0.1 0.0
```
Positions in Å, forces in eV/Å.

Calculated values
Relative energy (zero: lowest compared OMol25 entry of this formula, charge and spin) ... 55.0 kcal/mol
Structure (SMILES) ... O=CCC#CCO
Largest force on an atom ... 0.0108 Eh/bohr

Atom charges from the Mulliken analysis, given in e for atoms 1 to 6: number 1, O, carries -0.458; number 2, C, carries -0.064; number 3, C, carries -0.529; number 4, C, carries -0.217; number 5, C, carries 0.576; number 6, C, carries -0.589


Among the records above, which one has the highest relative energy (zero: lowest compared OMol25 entry of this formula, charge and spin)?
number 3


Which formula does entry 2 have?
C5H6O2